{"formula": "C2H6NO2P", "method": "wB97M-V/def2-TZVPD", "homo_lumo_gap_ev": [7.839, 7.840], "total_charge": 0, "fmax_ev_per_a": 4.37, "homo_energy_ev": [-9.37, -9.37], "e_above_lowest_kj_mol": 454.4, "elements": ["C", "C", "N", "O", "O", "P", "H", "H", "H", "H", "H", "H"], "coordinates": [[0.13693, -0.93858, -0.29844], [1.33922, 0.88684, 0.79496], [0.40212, 0.37364, -0.12140], [0.99840, -1.77820, -0.42913], [-1.33020, 1.06805, 0.45407], [-1.67500, -1.29897, -0.46502], [1.57006, 1.92360, 0.55323], [1.00038, 0.80024, 1.83120], [2.23093, 0.25926, 0.68488], [-1.45211, 1.75240, -0.20680], [-1.43034, -2.49207, -1.16004], [-1.79038, -0.55620, -1.63751]], "forces_ev_per_angstrom": [[-1.1, -1.7, -0.5], [0.5, 0.3, 0.7], [-3.4, 2.7, 0.5], [0.5, 0.4, 0.4], [3.7, -1.5, -0.5], [-0.4, -0.5, 0.3], [0.1, -0.1, 0.1], [0.0, 0.0, -0.1], [0.0, 0.0, -0.1], [0.2, 0.3, -0.5], [0.2, -0.3, -0.2], [-0.2, 0.3, -0.3]], "mulliken_charge": [0.56, -0.69, -0.07, -0.53, -0.55, -0.05, 0.24, 0.28, 0.39, 0.32, 0.05, 0.04]}



{"formula": "C2H6NO2P", "method": "wB97M-V/def2-TZVPD", "homo_lumo_gap_ev": 7.557, "total_charge": 0, "fmax_ev_per_a": 6.07, "homo_energy_ev": -8.15, "e_above_lowest_kj_mol": 715.0, "elements": ["C", "C", "N", "O", "O", "P", "H", "H", "H", "H", "H", "H"], "coordinates": [[0.19382, 1.29782, -0.79330], [-0.44966, -1.33716, 0.85463], [0.80776, 2.15950, -0.04738], [0.86356, -1.43744, -0.21573], [-2.34085, 0.54868, -0.27201], [-0.97139, 0.00946, -0.56102], [0.27175, -0.92943, 1.70666], [-1.09949, -2.19162, 0.98575], [1.63650, -2.55586, -0.50068], [1.19802, 3.05497, -0.21498], [0.94767, 1.93258, 0.91224], [-1.05768, -0.55150, -1.85418]], "forces_ev_per_angstrom": [[0.2, 2.0, -1.5], [4.6, 2.5, -2.4], [-0.9, -2.6, 1.2], [1.6, -4.6, -0.2], [0.9, 0.2, 0.1], [-1.4, -0.8, 2.0], [-2.6, -1.0, -1.3], [0.3, -0.2, 0.1], [-3.8, 4.5, 1.6], [0.3, 0.7, -1.5], [0.1, -0.1, 1.3], [0.7, -0.6, 0.6]], "mulliken_charge": [-0.27, -0.32, -0.17, -0.61, -0.67, 0.71, 0.21, 0.32, 0.32, 0.22, 0.22, 0.05]}



{"formula": "C2H6NO2S2", "method": "wB97M-V/def2-TZVPD", "homo_lumo_gap_ev": 7.608, "total_charge": -1, "fmax_ev_per_a": 1.94, "homo_energy_ev": -3.98, "e_above_lowest_kj_mol": 217.9, "elements": ["C", "C", "N", "O", "O", "S", "S", "H", "H", "H", "H", "H", "H"], "coordinates": [[-1.53117, -1.14857, -0.37088], [-1.52214, 0.29493, -0.86390], [-2.02277, 1.29783, -0.24360], [1.42049, -0.80154, -0.47585], [1.60324, 1.58250, 0.38831], [3.23469, -0.42488, 1.80565], [2.27863, 0.36891, -0.09971], [-0.46784, -1.37115, -0.31484], [-1.78989, -1.25810, 0.71996], [-2.18401, -1.92171, -0.84656], [3.32026, 0.77604, 2.48958], [-0.75912, 0.48843, -1.59640], [-1.58036, 2.11732, -0.59175]], "forces_ev_per_angstrom": [[-1.0, -0.1, 1.5], [0.1, 0.1, 1.6], [-0.4, -1.9, 0.2], [0.6, 1.2, 0.6], [-0.4, -0.5, -0.1], [0.2, 0.5, 1.0], [0.1, -0.3, -0.8], [0.0, -0.6, -0.7], [-0.2, 0.8, -0.9], [0.8, 0.8, -0.3], [-0.1, -0.8, -0.7], [0.3, -0.1, -0.7], [0.2, 1.1, -0.6]], "mulliken_charge": [-0.73, 0.09, -0.68, -0.60, -0.55, -0.46, 0.48, 0.19, 0.25, 0.28, 0.10, 0.34, 0.28]}



{"formula": "C2H6NO3", "method": "wB97M-V/def2-TZVPD", "homo_lumo_gap_ev": 8.907, "total_charge": -1, "fmax_ev_per_a": 0.47, "homo_energy_ev": -4.50, "e_above_lowest_kj_mol": 19.2, "elements": ["N", "C", "O", "O", "H", "H", "H", "C", "O", "H", "H", "H"], "coordinates": [[-0.78685, 2.21289, 1.07503], [-0.45842, 1.00605, 0.41777], [0.78111, 0.77746, 0.31055], [-1.41101, 0.31432, 0.02680], [-0.07364, 2.88961, 1.24643], [-1.72544, 2.54512, 0.96448], [1.01725, -0.62273, -0.58428], [0.48982, -2.48063, -0.46899], [1.23846, -1.46277, -1.07153], [0.89116, -2.77853, 0.51624], [-0.55632, -2.17721, -0.31074], [0.52361, -3.36505, -1.10291]], "forces_ev_per_angstrom": [[-0.3, 0.0, 0.4], [0.3, 0.2, -0.1], [-0.1, -0.1, 0.0], [-0.2, -0.2, 0.0], [0.3, 0.1, -0.1], [-0.1, 0.0, -0.1], [0.2, 0.1, 0.0], [-0.2, 0.1, 0.3], [0.0, -0.1, 0.0], [0.0, 0.1, -0.1], [0.2, -0.1, -0.1], [-0.1, -0.1, -0.2]], "mulliken_charge": [-0.48, 0.70, -0.85, -0.72, 0.18, 0.19, 0.44, -0.53, -0.57, 0.19, 0.21, 0.23]}



{"formula": "C2H6NO4P", "method": "wB97M-V/def2-TZVPD", "homo_lumo_gap_ev": 10.781, "smiles": "O=P1(NCCO)OO1", "total_charge": 0, "fmax_ev_per_a": 5.53, "homo_energy_ev": -10.23, "e_above_lowest_kj_mol": 104.9, "elements": ["C", "C", "N", "O", "O", "O", "O", "P", "H", "H", "H", "H", "H", "H"], "coordinates": [[-0.32806, 0.27189, -1.07660], [-0.75912, -1.18018, -0.55021], [0.94268, 0.58744, -0.45772], [2.26181, 0.64495, 1.80563], [-0.36980, -1.43555, 0.78404], [-0.44088, 1.08095, 1.68765], [0.22704, 2.34366, 1.37355], [1.03770, 0.99212, 1.12704], [-0.11791, 0.13297, -2.26562], [-0.91069, 1.04502, -0.79488], [-1.78298, -1.25881, -0.91615], [-0.18881, -2.05416, -1.12920], [1.59214, -0.06943, -0.85984], [-1.16312, -1.10086, 1.27231]], "forces_ev_per_angstrom": [[2.9, -4.2, -2.2], [2.2, -0.9, -3.0], [0.6, -0.1, -0.5], [0.4, -0.1, 0.4], [-2.7, 0.9, 0.3], [-1.4, -2.0, 0.9], [1.0, 2.3, -0.5], [0.0, -0.4, -1.2], [-0.9, 0.8, 2.8], [-2.9, 2.2, 0.2], [-0.5, -0.5, 1.1], [-1.0, 2.2, 0.7], [0.9, 0.2, 0.8], [1.2, -0.5, 0.2]], "mulliken_charge": [-0.63, -0.41, -0.28, -0.63, -0.47, -0.29, -0.30, 1.03, 0.27, 0.46, 0.33, 0.29, 0.31, 0.33]}



{"formula": "C2H6NO6PS", "method": "wB97M-V/def2-TZVPD", "homo_lumo_gap_ev": 7.990, "smiles": "N[C@@H](CS(=O)(=O)[O-])[P@](=O)([O-])O", "total_charge": -2, "fmax_ev_per_a": 3.57, "homo_energy_ev": -1.79, "e_above_lowest_kj_mol": 0.0, "elements": ["C", "C", "N", "O", "O", "O", "O", "O", "O", "P", "S", "H", "H", "H", "H", "H", "H"], "coordinates": [[-1.15516, 0.57372, 0.08151], [0.32491, -0.27942, 0.64129], [1.41224, 0.11776, -0.20264], [0.43990, -2.53283, -0.85466], [-1.23197, -2.55629, 1.09235], [-1.88860, 2.98999, -0.53357], [1.30853, -2.66816, 1.52913], [0.37201, 2.74270, 0.34596], [-0.14880, 1.97520, -1.91319], [0.15033, -2.13132, 0.74040], [-0.65549, 2.18536, -0.55022], [-1.83923, 0.69412, 0.90861], [-1.57729, 0.00428, -0.73324], [0.49652, 0.09509, 1.65054], [1.48573, 1.13153, -0.12250], [1.36422, -2.29432, -0.91187], [1.14214, -0.04743, -1.16792]], "forces_ev_per_angstrom": [[3.2, -1.3, 1.0], [-2.8, 1.0, -0.8], [0.7, -0.1, -0.3], [-0.5, 0.2, 0.4], [-0.3, 0.2, -0.2], [0.2, -0.2, 0.1], [0.1, 0.3, -0.1], [-0.2, -0.3, 0.1], [0.0, -0.2, 0.3], [0.1, -0.2, 0.3], [-0.9, 1.0, -0.3], [-0.2, 0.1, 0.1], [-0.2, -0.1, -0.1], [0.0, 0.0, 0.0], [0.3, -0.2, 0.0], [0.6, 0.0, -0.4], [0.0, 0.1, 0.1]], "mulliken_charge": [-0.84, 0.08, -0.90, -0.58, -0.79, -0.75, -0.79, -0.75, -0.71, 0.81, 1.18, 0.35, 0.35, 0.34, 0.39, 0.30, 0.32]}



{"formula": "C2H6NOS", "method": "wB97M-V/def2-TZVPD", "homo_lumo_gap_ev": 8.169, "total_charge": -1, "fmax_ev_per_a": 1.06, "homo_energy_ev": -4.13, "e_above_lowest_kj_mol": 75.8, "elements": ["S", "H", "C", "C", "N", "O", "H", "H", "H", "H", "H"], "coordinates": [[-1.18494, -2.34848, 0.28692], [-2.50938, -2.38513, 0.09352], [1.14968, 0.49890, 0.77189], [0.35861, 1.07951, -0.41239], [-0.32655, 0.15112, -1.08594], [0.41542, 2.29689, -0.62704], [1.33267, -0.56324, 0.64320], [0.51885, 0.63070, 1.65197], [2.07638, 1.05780, 0.86579], [-0.91583, -1.01718, -0.40320], [-0.91492, 0.59910, -1.78472]], "forces_ev_per_angstrom": [[-0.2, -0.4, 0.2], [0.0, 0.0, 0.0], [-0.4, 0.3, -0.4], [0.1, -0.9, 0.2], [-0.5, 0.0, 0.3], [0.0, 0.4, -0.1], [0.1, -0.1, 0.0], [0.2, 0.0, 0.2], [0.1, 0.0, 0.2], [0.7, 0.6, -0.5], [0.1, 0.1, 0.0]], "mulliken_charge": [-0.60, 0.05, -0.87, 0.51, -0.58, -0.73, 0.25, 0.20, 0.30, 0.29, 0.17]}



{"formula": "C2H6NOS", "method": "wB97M-V/def2-TZVPD", "homo_lumo_gap_ev": 10.397, "total_charge": 1, "fmax_ev_per_a": 5.40, "homo_energy_ev": -15.24, "e_above_lowest_kj_mol": 208.7, "elements": ["C", "C", "N", "O", "S", "H", "H", "H", "H", "H", "H"], "coordinates": [[-0.90609, -0.26734, -0.21070], [1.00310, 0.58112, 1.10676], [0.33452, -0.07489, -0.01235], [1.28011, -0.33522, -1.04216], [-1.53327, -1.04391, -1.64750], [-1.72325, 0.01161, 0.85124], [0.61409, 1.58026, 1.32457], [2.14213, 0.61888, 0.81130], [0.94927, -0.00047, 2.12409], [0.73561, -0.04389, -1.79008], [-2.89622, -1.02613, -1.51517]], "forces_ev_per_angstrom": [[-4.3, -0.2, 3.2], [2.5, -0.7, 2.3], [1.6, 0.3, -0.3], [-1.9, 0.2, 0.8], [0.4, 0.1, 0.2], [2.8, -0.8, -3.7], [0.0, -0.2, -0.5], [-2.5, 0.1, 0.6], [-0.1, 0.7, -2.2], [0.7, -0.1, -1.0], [0.7, 0.4, 0.6]], "mulliken_charge": [0.16, -0.85, 0.22, -0.34, -0.13, 0.34, 0.35, 0.33, 0.33, 0.34, 0.24]}



{"formula": "C2H6NPSi2", "method": "wB97M-V/def2-TZVPD", "homo_lumo_gap_ev": [6.892, 7.449], "total_charge": 0, "fmax_ev_per_a": 3.34, "homo_energy_ev": [-9.01, -9.16], "e_above_lowest_kj_mol": 170.0, "elements": ["C", "C", "N", "Si", "Si", "P", "H", "H", "H", "H", "H", "H"], "coordinates": [[3.18294, 0.25437, -0.48677], [-0.56192, 0.32880, -0.32559], [3.39738, 1.30919, -0.90756], [0.65267, -0.16699, 1.10279], [-2.40867, -0.11662, -0.44182], [2.74688, -1.26821, 0.27687], [0.09742, -1.12576, 2.00418], [0.04836, 0.91622, -1.01074], [1.51635, 1.13592, 1.55027], [-2.68667, -1.11161, 0.47572], [-2.45186, -0.91338, -1.71828], [-3.53289, 0.75808, -0.51906]], "forces_ev_per_angstrom": [[-0.3, -0.2, 0.2], [0.6, -0.2, 1.8], [0.2, 0.2, -0.2], [1.9, 1.6, -2.2], [2.1, -0.4, -2.4], [-1.3, 0.5, 0.3], [-0.4, -0.3, 0.9], [-0.6, 0.1, -0.3], [-1.5, -1.5, -0.1], [-0.3, -1.3, 1.9], [-0.1, 0.3, 0.1], [-0.4, 1.2, 0.1]], "mulliken_charge": [0.29, -0.52, -0.35, 0.31, 0.43, -0.10, -0.11, 0.44, 0.00, -0.14, -0.10, -0.13]}



{"formula": "C2H6O", "method": "wB97M-V/def2-TZVPD", "homo_lumo_gap_ev": 11.411, "smiles": "CCO", "total_charge": 0, "fmax_ev_per_a": 0.56, "homo_energy_ev": -10.33, "e_above_lowest_kj_mol": 13.8, "elements": ["C", "C", "O", "H", "H", "H", "H", "H", "H"], "coordinates": [[-0.92792, -0.01429, 0.09080], [0.54990, 0.42256, 0.00542], [1.39116, -0.68962, 0.25910], [-1.35370, 0.16292, 1.08562], [-1.57270, 0.45575, -0.66400], [-0.97684, -1.10217, -0.07024], [0.83040, 1.17577, 0.75476], [0.78847, 0.88166, -0.97070], [1.27123, -1.29257, -0.49077]], "forces_ev_per_angstrom": [[0.0, 0.0, 0.0], [-0.3, 0.2, 0.0], [0.3, -0.3, -0.4], [0.1, 0.0, -0.2], [0.2, 0.0, 0.2], [0.0, 0.3, 0.0], [-0.3, -0.2, -0.1], [-0.2, -0.3, 0.2], [0.2, 0.1, 0.4]], "mulliken_charge": [-0.79, -0.26, -0.53, 0.22, 0.29, 0.27, 0.26, 0.23, 0.30]}